Computed, not measured: the molecule C3H6O2S in a non-equilibrium geometry, with ωB97M-V/def2-TZVPD.

```
! wB97M-V def2-TZVPD RIJCOSX def2/J DEFGRID3
* xyz 0 1
C 1.4886 0.4830 0.5744
C -0.0516 -0.4354 0.4076
C -1.2684 0.3992 0.0340
S -0.7223 -0.6934 -1.1859
O -1.4163 -1.9397 -1.3780
O -0.0233 -0.1025 -2.2709
H 0.9696 1.4536 0.5767
H 2.1504 0.1755 -0.2034
H 1.9620 0.3054 1.5385
H -0.0585 -1.2051 1.1366
H -2.0241 0.1789 0.8009
H -1.0061 1.3804 -0.0303
*
```

Maximum force ... 0.102 Eh/bohr
Highest occupied orbital energy ... -10.22 eV
DFT total energy ... -666.45209 Eh
LUMO level ... 0.7 eV
Energy above the lowest of the compared OMol25 structures with the same formula, charge and spin ... 89.1 kcal per mole
Gap between HOMO and LUMO ... 10.9 eV
Structure (SMILES) ... C[C@H]1CS1(=O)=O